1.
5 unconnected molecules or ions with the total composition C24H54BBrFN10O6S in a non-equilibrium geometry, computed with ωB97M-V with the def2-TZVPD basis set.

Calculated values
- E_tot: -5042.27517 Ha
- E_HOMO: -0.3884 Ha
- Total charge: +1
- LUMO: -3.229 eV
- Orbital gap: 7.3404 eV

CARTESIAN COORDINATES (ANGSTROEM)
C  1.648  -1.309  -1.738
C  1.571  0.298  -2.231
F  1.150  0.393  -3.690
N  0.854  1.206  -1.360
C  1.497  2.046  -0.342
B  3.004  2.628  -0.562
O  3.268  3.299  -1.886
N  4.194  2.540  0.372
C  5.501  2.394  -0.411
C  4.307  3.959  0.969
C  1.227  1.451  1.204
N  1.776  2.409  2.283
N  -0.304  1.607  1.332
C  -1.055  0.901  0.239
S  -2.931  0.756  0.553
N  -0.646  -0.587  0.419
C  -1.543  -1.193  1.309
O  -1.940  -1.756  2.484
C  -0.626  1.223  -1.297
Br  -1.614  -0.284  -2.256
C  -1.142  2.546  -2.043
C  -2.333  3.453  -1.462
C  -1.933  4.410  -0.149
N  -2.763  4.048  1.098
H  2.667  -1.821  -2.092
H  1.690  -1.326  -0.559
H  0.793  -1.959  -2.201
H  2.743  0.484  -2.399
H  0.863  3.063  -0.273
H  3.496  4.264  -1.748
H  5.743  3.368  -1.054
H  6.393  2.195  0.350
H  5.403  1.453  -1.102
H  3.519  4.670  0.424
H  5.360  4.442  0.810
H  3.985  3.973  2.118
H  1.607  0.363  1.353
H  1.194  2.254  3.160
H  2.704  1.958  2.537
H  -0.466  2.635  1.413
H  -0.524  1.207  2.294
H  -3.133  1.159  1.884
H  -1.439  2.245  -3.161
H  -0.197  3.264  -2.192
H  -3.379  2.902  -1.290
H  -2.593  4.257  -2.309
H  -2.247  5.537  -0.390
H  -0.783  4.444  0.059
H  -3.697  4.512  0.961
H  -2.363  4.511  1.952
C  -4.510  -2.764  -4.699
O  -3.910  -1.700  -4.612
N  -4.508  -3.763  -3.748
C  -5.245  -4.996  -3.925
C  -3.743  -3.574  -2.533
H  -5.122  -3.010  -5.582
H  -5.971  -5.095  -3.113
H  -4.544  -5.836  -3.895
H  -5.775  -5.006  -4.882
H  -4.112  -2.682  -2.016
H  -2.692  -3.420  -2.794
H  -3.836  -4.444  -1.879
C  8.361  -0.375  -0.269
O  8.090  0.818  -0.290
N  7.708  -1.357  -0.984
C  8.089  -2.751  -0.904
C  6.603  -0.982  -1.843
H  9.183  -0.768  0.351
H  8.373  -3.098  -1.902
H  7.236  -3.332  -0.543
H  8.933  -2.891  -0.223
H  6.961  -0.268  -2.591
H  5.829  -0.500  -1.238
H  6.187  -1.861  -2.342
C  1.281  1.525  5.951
O  0.313  1.647  5.212
N  1.878  0.331  6.295
C  3.025  0.270  7.178
C  1.343  -0.902  5.758
H  1.766  2.400  6.413
H  3.858  -0.195  6.644
H  2.767  -0.334  8.052
H  3.323  1.269  7.508
H  1.385  -0.862  4.665
H  0.298  -1.001  6.067
H  1.916  -1.761  6.118
C  -8.826  -3.925  -2.155
O  -8.203  -4.696  -2.874
N  -8.336  -3.323  -1.015
C  -9.138  -2.421  -0.216
C  -6.976  -3.602  -0.603
H  -9.868  -3.645  -2.378
H  -8.644  -1.445  -0.181
H  -9.223  -2.825  0.797
H  -10.139  -2.300  -0.640
H  -6.293  -3.304  -1.404
H  -6.870  -4.678  -0.431
H  -6.731  -3.057  0.312

=====

2.
C20H20N10O2 in the gas phase in a non-equilibrium geometry, computed with ωB97M-V with the def2-TZVPD basis set.

Calculated values
- E_tot: -1472.07319 Ha
- E_HOMO: -0.2905 Ha
- LUMO: -0.209 eV
- Orbital gap: 7.6947 eV

CARTESIAN COORDINATES (ANGSTROEM)
C  4.695  -1.218  -0.842
C  3.700  -2.283  -0.479
N  2.495  -2.072  -0.110
N  2.010  -0.826  -0.024
C  0.741  -0.587  0.416
O  -0.048  -1.435  0.768
C  0.449  0.860  0.447
N  1.417  1.798  0.291
N  0.915  2.955  0.439
N  -0.400  2.829  0.696
C  -1.145  3.960  0.945
N  -2.376  3.999  1.373
O  -2.699  5.286  1.497
N  -1.673  6.100  1.153
C  -0.676  5.325  0.799
N  0.517  5.715  0.333
C  -0.749  1.511  0.710
C  -2.133  0.991  0.874
N  -2.752  0.788  -0.427
C  -3.113  2.014  -1.096
C  -3.593  -0.324  -0.572
C  -4.884  -0.218  -1.089
C  -5.664  -1.346  -1.269
C  -5.183  -2.598  -0.932
C  -3.902  -2.711  -0.417
C  -3.112  -1.593  -0.241
C  4.123  -3.685  -0.544
C  3.234  -4.720  -0.240
C  3.683  -6.023  -0.316
C  4.999  -6.260  -0.691
C  5.803  -5.166  -0.973
N  5.385  -3.917  -0.904
H  5.639  -1.691  -1.092
H  4.846  -0.534  -0.006
H  4.343  -0.644  -1.700
H  2.585  -0.013  -0.247
H  0.764  6.685  0.414
H  1.234  5.007  0.269
H  -2.717  1.702  1.478
H  -2.072  0.031  1.388
H  -3.499  1.783  -2.086
H  -3.854  2.607  -0.541
H  -2.218  2.626  -1.228
H  -5.298  0.745  -1.342
H  -6.663  -1.239  -1.668
H  -5.797  -3.475  -1.071
H  -3.507  -3.682  -0.157
H  -2.107  -1.709  0.134
H  2.224  -4.475  0.046
H  3.022  -6.847  -0.088
H  5.390  -7.263  -0.763
H  6.837  -5.292  -1.270

=====

3.
2 unconnected molecules or ions with the total composition C2H6FNO in a non-equilibrium geometry, computed with ωB97M-V with the def2-TZVPD basis set.

Calculated values
- E_tot: -309.44635 Ha
- Energy above the lowest of the compared OMol25 structures with the same formula, charge and spin: 576.2 kJ/mol
- E_HOMO (spin up / spin down): -0.2581 / -0.3602 Ha
- LUMO (spin up / spin down): -0.570 / 0.861 eV
- Orbital gap (spin up / spin down): 6.4518 / 10.6616 eV

CARTESIAN COORDINATES (ANGSTROEM)
C  -1.189  0.967  -0.003
C  1.500  -0.796  -0.494
N  -1.256  -0.323  -0.646
O  1.605  -0.175  0.630
F  -1.206  -1.342  0.413
H  -0.761  1.719  -0.744
H  -2.108  1.394  0.326
H  -0.580  0.916  1.008
H  0.731  -1.490  -0.644
H  2.221  -0.415  -1.183
H  1.041  -0.454  1.338

=====

4.
2 unconnected molecules or ions with the total composition C3H11NO in a non-equilibrium geometry, computed with ωB97M-V with the def2-TZVPD basis set.

Calculated values
- E_tot: -250.78579 Ha
- Energy above the lowest of the compared OMol25 structures with the same formula, charge and spin: 291.1 kJ/mol
- E_HOMO: -0.3445 Ha
- LUMO: 0.978 eV
- Orbital gap: 10.3518 eV

CARTESIAN COORDINATES (ANGSTROEM)
C  -1.921  0.945  0.804
N  -0.526  0.537  1.132
C  0.590  1.406  0.706
H  -2.535  0.037  0.942
H  -2.365  1.751  1.178
H  -1.902  1.267  -0.281
H  -0.452  0.340  2.122
H  1.514  0.788  0.568
H  0.825  2.228  1.408
H  0.355  1.875  -0.270
C  1.329  -2.062  -1.621
O  0.694  -1.474  -0.469
H  0.586  -2.755  -1.995
H  1.522  -1.309  -2.438
H  2.274  -2.665  -1.741
H  0.011  -0.910  -0.045

=====

5.
C21H24N4O4S in the gas phase in a non-equilibrium geometry, computed with ωB97M-V with the def2-TZVPD basis set.

Calculated values
- E_tot: -1732.68545 Ha
- Energy above the lowest of the compared OMol25 structures with the same formula, charge and spin: 506.3 kJ/mol
- E_HOMO: -0.3192 Ha
- LUMO: -0.637 eV
- Orbital gap: 8.0482 eV

CARTESIAN COORDINATES (ANGSTROEM)
N  1.659  -1.777  -1.181
C  0.729  -1.345  -1.689
C  -0.434  -0.819  -2.351
C  -1.551  -0.430  -1.364
N  -1.170  0.693  -0.544
C  -1.447  2.022  -1.051
C  -2.923  2.420  -0.931
N  -3.132  3.766  -1.397
C  -3.060  3.939  -2.844
C  -4.031  5.079  -3.189
C  -4.472  5.613  -1.825
C  -4.372  4.374  -0.947
S  -1.438  0.470  1.106
O  -2.652  -0.269  1.320
O  -1.280  1.737  1.748
C  -0.044  -0.578  1.490
C  1.219  -0.020  1.443
C  2.322  -0.828  1.636
C  2.161  -2.190  1.887
C  3.337  -3.057  2.037
C  3.409  -3.996  3.066
C  4.517  -4.807  3.198
C  5.561  -4.686  2.287
N  6.718  -5.532  2.420
O  6.726  -6.339  3.325
O  7.617  -5.387  1.618
C  5.502  -3.762  1.249
C  4.394  -2.950  1.130
C  0.877  -2.725  1.970
C  -0.228  -1.919  1.763
H  -0.132  0.057  -2.931
H  -0.809  -1.582  -3.039
H  -2.460  -0.215  -1.937
H  -1.766  -1.265  -0.694
H  -0.856  2.719  -0.456
H  -1.115  2.075  -2.090
H  -3.191  2.371  0.127
H  -3.556  1.690  -1.475
H  -2.032  4.190  -3.120
H  -3.340  3.016  -3.377
H  -4.891  4.690  -3.735
H  -3.561  5.847  -3.800
H  -5.472  6.040  -1.842
H  -3.769  6.366  -1.470
H  -4.303  4.603  0.117
H  -5.243  3.715  -1.110
H  1.313  1.036  1.247
H  3.315  -0.406  1.599
H  2.599  -4.073  3.775
H  4.594  -5.534  3.992
H  6.325  -3.699  0.554
H  4.319  -2.246  0.317
H  0.748  -3.780  2.160
H  -1.232  -2.311  1.808